# C24H16N2O6

A cluster of 3 separate species, C24H16N2O6 in total (wB97M-V/def2-TZVPD, the Open Molecules 2025 dataset).

Summary:
frontier orbital gap	8.5	eV

Geometry (Å):
C: -0.417 2.784 1.587
C: 0.301 1.848 1.380
C: 1.279 0.832 1.556
C: 2.576 1.086 1.319
C: 3.549 -0.007 1.580
O: 4.551 -0.179 0.932
C: 3.182 -0.881 2.737
C: 4.139 -1.420 3.575
C: 3.719 -2.186 4.650
C: 2.385 -2.429 4.909
C: 1.422 -1.909 4.050
C: 1.840 -1.140 2.983
C: 0.864 -0.519 2.046
O: -0.150 -1.062 1.677
H: -1.050 3.619 1.743
H: 2.896 2.051 0.960
H: 5.188 -1.245 3.397
H: 4.458 -2.589 5.330
H: 2.061 -3.005 5.761
H: 0.368 -2.069 4.211
C: -1.467 -3.879 -0.912
C: -0.421 -3.015 -0.612
C: 0.694 -2.971 -1.435
C: 0.742 -3.792 -2.547
C: -0.288 -4.662 -2.855
C: -1.399 -4.704 -2.028
N: 1.914 -3.731 -3.434
O: 2.812 -2.972 -3.130
O: 1.914 -4.442 -4.420
H: -2.340 -3.909 -0.273
H: -0.473 -2.371 0.261
H: 1.511 -2.301 -1.208
H: -0.233 -5.300 -3.725
H: -2.214 -5.377 -2.257
C: -2.986 5.290 -3.662
C: -3.584 5.944 -2.593
C: -3.701 5.309 -1.367
C: -3.211 4.022 -1.233
C: -2.619 3.353 -2.288
C: -2.508 3.995 -3.510
N: -3.311 3.350 0.071
O: -3.846 3.956 0.982
O: -2.841 2.237 0.167
H: -2.892 5.791 -4.617
H: -3.957 6.952 -2.713
H: -4.165 5.814 -0.534
H: -2.245 2.347 -2.165
H: -2.045 3.486 -4.345



# C35H26BrN7Ti

A structure of composition C35H26BrN7Ti at a distorted geometry (wB97M-V/def2-TZVPD, the Open Molecules 2025 dataset).

Summary:
spin multiplicity	3
<S²>	2.03
frontier orbital gap (alpha / beta)	3.7 / 6.3	eV

Geometry (Å):
Ti: -0.385 -1.416 -0.204
C: -0.943 -1.489 -4.329
C: -0.670 -2.097 -3.109
N: 0.158 -1.496 -2.269
C: 0.994 -0.447 -2.572
C: 0.829 0.164 -3.828
C: -0.242 -0.325 -4.697
C: 1.586 1.347 -4.026
C: 2.245 1.920 -2.981
C: 2.260 1.353 -1.690
C: 1.649 0.125 -1.486
N: 1.445 -0.578 -0.260
C: 2.075 -0.283 1.003
C: 3.352 0.214 1.126
C: 3.914 0.359 2.384
C: 3.295 -0.064 3.535
C: 1.914 -0.542 3.486
C: 1.142 -0.862 4.621
C: -0.146 -1.334 4.483
C: -0.726 -1.313 3.200
N: -0.003 -1.102 2.074
C: 1.272 -0.618 2.169
H: -1.787 -1.787 -4.956
H: -1.208 -2.966 -2.706
H: -0.638 0.289 -5.512
H: 1.534 1.999 -4.960
H: 2.778 2.837 -3.193
H: 2.687 1.923 -0.819
H: 3.869 0.334 0.191
H: 4.927 0.713 2.520
H: 3.737 0.125 4.508
H: 1.524 -0.852 5.647
H: -0.715 -1.576 5.443
H: -1.777 -1.530 2.992
Br: -3.012 4.578 2.150
C: -1.167 4.961 1.846
C: -0.536 6.005 2.551
C: 0.859 6.170 2.462
C: 1.580 5.179 1.693
C: 0.844 4.265 0.987
N: -0.539 4.068 1.094
H: -1.124 6.572 3.252
H: 1.458 6.988 2.901
H: 2.605 5.179 1.624
H: 1.349 3.509 0.366
N: -1.529 -8.256 -1.624
C: -1.265 -7.197 -1.266
C: -0.992 -5.899 -0.836
C: -1.977 -5.175 -0.093
C: -1.645 -3.929 0.442
C: -0.372 -3.350 0.140
C: 0.643 -4.140 -0.415
C: 0.322 -5.380 -0.934
H: -2.990 -5.637 0.107
H: -2.308 -3.451 1.145
H: 1.579 -3.646 -0.523
H: 1.130 -6.076 -1.181
N: -0.894 1.529 0.640
C: -1.831 1.229 -0.267
C: -2.505 2.114 -1.114
C: -3.404 1.661 -2.026
C: -3.722 0.301 -2.105
C: -3.033 -0.559 -1.242
N: -1.936 -0.091 -0.632
H: -0.737 2.601 0.915
H: -0.838 0.908 1.450
H: -2.291 3.188 -0.879
H: -3.805 2.366 -2.799
H: -4.526 -0.078 -2.718
H: -3.338 -1.527 -0.895



Q: Which relative energy (zero: lowest compared OMol25 entry of this formula, charge and spin) values were calculated for the entries above? A: 822.34; 147.69, in kJ/mol.
Q: Which E_tot values were calculated for the entries above? A: -1484.84097; -5156.03963, in a.u..